[1]
Molecular formula: C65H153N7O13
Method: DFT, the ωB97M-V functional and the def2-TZVPD basis

E_tot ... -106925.63351 eV
Orbital gap ... 0.327 Eh
Lowest unoccupied orbital energy ... 0.5 eV
HOMO level ... -8.40 eV

```
238
Properties=species:S:1:pos:R:3:mulliken_charge:R:1
C 12.02 16.79 27.12 -1.397
C 11.23 17.12 25.87 0.347
C 12.13 16.63 24.73 0.220
O 13.20 17.60 24.50 -0.148
C 14.25 16.92 23.84 -0.782
N 9.88 16.46 25.76 -0.632
H 11.81 17.28 28.10 0.337
H 13.08 16.96 26.82 0.249
H 11.85 15.73 27.29 0.423
H 11.13 18.20 25.72 0.306
H 11.52 16.53 23.83 -0.612
H 12.56 15.64 24.97 0.222
H 14.06 16.69 22.78 0.265
H 14.53 16.01 24.43 0.448
H 15.19 17.50 23.79 0.315
H 9.32 17.13 25.21 0.221
H 9.46 16.37 26.68 0.234
C 15.45 17.29 12.49 0.776
C 14.26 16.63 11.80 0.637
C 13.21 17.73 11.42 -1.286
O 12.66 18.34 12.62 0.446
C 11.57 17.61 13.21 -0.642
N 14.68 15.75 10.73 -0.774
H 15.00 18.08 13.11 -0.465
H 16.01 17.79 11.70 0.660
H 15.94 16.57 13.15 -1.275
H 13.78 15.97 12.51 0.084
H 12.35 17.32 10.91 0.451
H 13.65 18.49 10.78 0.262
H 10.85 17.31 12.43 0.513
H 11.09 18.16 14.05 -0.097
H 11.99 16.72 13.72 0.177
H 15.12 14.96 11.15 0.298
H 15.44 16.18 10.28 0.355
C 10.41 14.69 16.64 -1.613
C 11.73 15.38 16.86 1.420
O 11.46 16.68 17.44 0.235
H 10.48 13.78 16.01 0.435
H 9.66 15.38 16.22 0.243
H 9.94 14.37 17.58 0.283
H 12.32 15.50 15.91 0.009
H 12.30 14.76 17.54 -0.862
H 12.30 16.95 17.89 0.083
C 12.29 13.06 23.16 -1.470
C 12.33 14.06 21.93 1.444
O 11.43 13.69 20.89 -0.546
H 13.05 13.37 23.90 0.252
H 12.58 12.04 22.82 0.389
H 11.28 13.06 23.56 0.403
H 13.40 14.11 21.59 -0.693
H 12.11 15.07 22.26 -0.003
H 11.03 14.52 20.60 0.374
C 18.35 21.57 18.36 -0.650
C 18.63 22.79 19.20 0.045
O 19.14 22.29 20.46 -0.593
H 17.74 20.88 18.94 -0.121
H 19.26 20.99 18.04 0.277
H 17.80 21.94 17.46 0.329
H 17.72 23.40 19.36 0.001
H 19.39 23.41 18.70 0.436
H 19.35 22.97 21.10 0.299
C 8.79 16.74 21.85 -1.581
C 9.76 17.15 20.75 0.535
O 10.02 16.01 19.93 -0.715
H 9.14 15.97 22.52 0.313
H 7.83 16.35 21.46 0.381
H 8.70 17.58 22.48 0.455
H 10.72 17.52 21.16 -0.281
H 9.38 17.98 20.15 0.425
H 10.62 16.29 19.21 0.170
C 7.77 18.72 16.39 -1.584
C 9.29 18.59 16.33 1.192
O 9.91 19.64 15.59 -0.413
H 7.28 18.56 15.36 0.321
H 7.50 19.68 16.77 0.426
H 7.43 17.88 17.06 0.360
H 9.52 17.62 15.83 -0.172
H 9.74 18.59 17.34 -0.182
H 10.86 19.57 15.59 -0.107
C 18.52 15.45 21.10 -1.523
C 17.54 14.58 20.32 1.610
O 18.19 13.73 19.46 -0.620
H 17.88 16.18 21.62 0.184
H 19.29 15.88 20.45 0.275
H 19.08 14.88 21.80 0.465
H 16.85 15.22 19.71 -0.779
H 16.89 14.01 21.04 -0.125
H 17.60 12.97 19.19 0.197
C 16.07 21.39 22.30 -0.910
C 15.22 21.94 23.44 2.270
C 16.08 22.68 24.51 -1.465
C 16.52 24.07 24.12 -0.460
C 15.39 24.90 23.61 -1.322
C 14.56 24.26 22.48 1.681
N 14.23 22.89 22.97 -0.114
O 13.46 22.25 21.99 -0.084
C 13.20 25.00 22.40 -2.100
C 15.35 24.26 21.09 -1.383
C 14.45 20.82 24.20 -1.939
H 17.07 21.88 22.32 0.235
H 15.56 21.60 21.36 -0.418
H 16.19 20.31 22.32 0.327
H 15.43 22.62 25.36 0.583
H 16.92 22.01 24.78 0.340
H 17.28 23.98 23.32 0.151
H 17.04 24.62 24.89 0.426
H 15.81 25.80 23.20 0.366
H 14.67 25.21 24.36 0.452
H 13.36 26.07 22.38 0.495
H 12.65 24.69 21.49 0.451
H 12.65 24.82 23.34 0.411
H 16.44 24.12 21.18 0.180
H 14.95 23.49 20.42 0.019
H 15.13 25.21 20.60 0.564
H 13.68 21.30 24.78 0.522
H 15.22 20.30 24.78 0.308
H 13.90 20.18 23.50 0.205
H 12.56 22.52 22.21 0.272
C 16.23 18.00 19.40 -0.557
C 14.67 17.83 19.37 2.701
C 14.07 19.04 20.09 -0.658
C 14.09 20.35 19.27 0.112
C 13.57 20.18 17.83 -1.432
C 14.18 19.01 17.08 1.909
N 14.07 17.78 17.98 0.636
O 14.68 16.66 17.28 1.000
C 13.47 18.61 15.79 -0.115
C 15.65 19.42 16.64 -0.313
C 14.32 16.49 19.99 -0.187
H 16.52 19.04 19.21 -0.948
H 16.83 17.41 18.71 -0.322
H 16.47 17.73 20.47 0.397
H 12.99 18.78 20.19 -0.238
H 14.53 19.19 21.08 -0.179
H 15.15 20.71 19.20 -0.690
H 13.56 21.10 19.80 1.110
H 13.79 21.12 17.30 0.284
H 12.50 20.00 17.73 0.522
H 12.45 18.48 15.96 -0.509
H 13.47 19.38 15.02 -0.367
H 13.82 17.70 15.33 0.361
H 16.32 19.79 17.43 -0.873
H 16.15 18.61 16.04 -0.144
H 15.33 20.22 16.00 0.574
H 14.44 15.67 19.32 -0.995
H 13.26 16.50 20.33 -0.563
H 14.99 16.34 20.85 0.894
H 15.63 16.85 17.33 -0.977
C 14.22 10.75 17.05 -2.086
C 14.68 11.81 18.06 1.834
C 13.53 12.12 18.96 0.015
C 13.35 11.26 20.21 -0.969
C 14.67 11.16 21.00 -1.298
C 15.83 10.67 20.17 1.705
N 15.90 11.50 18.89 1.295
O 16.99 11.11 18.07 -0.463
C 17.17 10.94 20.88 -1.808
C 15.72 9.15 19.92 -1.756
C 15.09 13.06 17.24 -1.237
H 13.35 11.08 16.51 0.414
H 13.97 9.80 17.55 0.325
H 14.98 10.53 16.35 0.541
H 13.64 13.18 19.27 -1.163
H 12.57 12.14 18.38 0.599
H 13.01 10.22 19.90 0.523
H 12.62 11.66 20.89 0.464
H 14.52 10.46 21.87 0.316
H 14.97 12.19 21.23 -0.107
H 17.19 11.96 21.33 0.143
H 17.23 10.26 21.73 0.493
H 18.02 10.84 20.19 0.413
H 14.73 8.89 19.59 0.361
H 16.42 8.82 19.15 0.345
H 15.96 8.66 20.87 0.473
H 14.15 13.40 16.76 0.136
H 15.80 12.76 16.46 0.675
H 15.44 13.91 17.86 -0.461
H 16.88 10.18 17.85 0.321
C 17.88 15.37 16.54 -0.970
C 19.14 16.16 16.26 2.512
C 20.40 15.30 16.53 -1.395
C 20.70 14.31 15.46 -0.482
C 20.82 14.99 14.10 -1.575
C 19.57 15.78 13.72 1.646
N 19.27 16.67 14.86 -0.089
O 18.04 17.38 14.59 -0.059
C 19.93 16.75 12.57 -1.837
C 18.39 14.87 13.29 -0.930
C 19.17 17.33 17.17 -2.201
H 17.87 14.38 16.03 0.133
H 17.06 15.97 16.16 -0.288
H 17.73 15.20 17.57 0.450
H 21.24 15.93 16.76 0.399
H 20.25 14.80 17.50 0.292
H 19.95 13.53 15.46 0.254
H 21.69 13.86 15.63 0.398
H 20.93 14.20 13.36 0.437
H 21.68 15.63 14.08 0.413
H 20.39 16.16 11.81 0.513
H 18.93 17.13 12.39 0.333
H 20.50 17.59 12.90 0.388
H 17.45 15.45 13.38 -0.469
H 18.67 14.61 12.23 0.593
H 18.36 13.96 13.84 0.371
H 19.33 17.08 18.21 0.013
H 18.30 17.92 17.09 0.291
H 20.03 17.93 16.77 0.630
H 18.42 18.29 14.50 0.278
C 14.10 21.54 11.92 -2.083
C 13.30 22.54 12.82 2.266
C 13.32 23.87 12.15 -1.672
C 12.42 23.99 10.92 -0.511
C 11.01 23.68 11.39 -1.344
C 10.85 22.29 12.04 1.786
N 11.86 22.17 13.10 -0.288
O 11.87 20.86 13.62 0.265
C 9.45 22.11 12.70 -1.997
C 10.86 21.23 10.96 -1.622
C 13.90 22.51 14.16 -1.793
H 15.15 21.82 12.00 0.560
H 13.89 21.56 10.86 0.363
H 14.03 20.53 12.28 0.376
H 12.99 24.58 12.91 0.426
H 14.37 24.12 11.90 0.334
H 12.85 23.28 10.21 0.332
H 12.51 25.00 10.53 0.411
H 10.36 23.77 10.57 0.498
H 10.73 24.39 12.18 0.343
H 9.13 22.96 13.32 0.375
H 8.71 22.02 11.94 0.436
H 9.52 21.28 13.37 0.367
H 11.88 20.92 10.66 0.150
H 10.36 20.33 11.23 0.395
H 10.38 21.70 10.06 0.427
H 13.14 22.95 14.81 0.467
H 14.91 23.01 14.13 0.421
H 14.11 21.47 14.49 -0.024
H 12.20 20.21 12.99 -0.023
```

=====

[2]
Molecular formula: C4H13BNO3
Method: DFT, the ωB97M-V functional and the def2-TZVPD basis

E_tot ... -12662.69294 eV
Orbital gap ... 0.447 Eh
Relative energy (zero: lowest compared OMol25 entry of this formula, charge and spin) ... 60.7 kJ/mol
Lowest unoccupied orbital energy ... -3.3 eV
HOMO level ... -15.50 eV
Total charge ... +1

```
22
Properties=species:S:1:pos:R:3:nbo_charge:R:1
B -3.31 -1.14 0.69 1.287
C 1.25 -0.85 1.29 -0.618
C 1.83 -1.00 -1.25 -0.594
C 0.80 -1.06 -0.17 -0.326
C -0.16 -0.07 -0.61 0.366
N -0.31 1.04 0.03 -0.642
O -2.19 3.19 -0.59 -0.980
O -4.56 -1.24 0.37 -0.912
O -2.13 -0.98 0.70 -0.918
H 1.75 -1.87 1.68 0.251
H 1.97 -0.12 1.30 0.208
H 0.50 -0.64 1.93 0.220
H 2.44 -1.90 -1.45 0.258
H 2.50 -0.15 -1.06 0.223
H 1.27 -0.77 -2.18 0.210
H 0.28 -2.02 -0.30 0.255
H -0.53 -0.51 -1.53 0.245
H 0.23 1.14 0.86 0.425
H -0.80 1.91 -0.40 0.475
H -2.55 4.07 -0.39 0.514
H -2.83 2.60 -0.99 0.490
H -5.08 -2.12 0.37 0.563
```

=====

[3]
Molecular formula: C29H23Cl5F3N2O7S2Sc
Method: DFT, the ωB97M-V functional and the def2-TZVPD basis

E_tot ... -160899.54615 eV
<S²> ... 0.772
Orbital gap (spin up / spin down) ... 0.168 / 0.295 Eh
Relative energy (zero: lowest compared OMol25 entry of this formula, charge and spin) ... 28.6 kJ/mol
Multiplicity ... 2
Lowest unoccupied orbital energy (spin up / spin down) ... 1.8 / 1.8 eV
HOMO level (spin up / spin down) ... -2.82 / -6.26 eV
Total charge ... -1

```
72
Properties=species:S:1:pos:R:3:lowdin_spin:R:1
Sc 0.32 0.95 -0.76 0.013
C 1.81 -2.48 3.72 0.000
C 3.07 -2.62 2.87 0.000
C 4.16 -1.68 3.39 0.000
C 2.81 -2.47 1.38 0.000
C 3.81 -2.09 0.49 0.000
C 3.59 -2.05 -0.88 0.000
C 2.35 -2.38 -1.43 0.000
C 2.15 -2.40 -2.92 0.000
C 1.33 -2.71 -0.53 0.000
C 1.56 -2.75 0.84 0.000
H 2.06 -2.55 4.78 0.000
H 1.08 -3.26 3.51 0.000
H 1.31 -1.52 3.55 0.000
H 3.45 -3.65 3.02 0.000
H 3.90 -0.64 3.20 0.000
H 5.13 -1.87 2.93 0.000
H 4.27 -1.80 4.47 0.000
H 4.80 -1.83 0.85 0.000
H 4.39 -1.75 -1.54 0.000
H 2.95 -2.96 -3.40 0.000
H 2.15 -1.39 -3.33 0.000
H 1.20 -2.87 -3.18 0.000
H 0.34 -2.95 -0.90 0.000
H 0.72 -3.00 1.48 0.000
Cl 1.90 0.66 1.59 0.001
C 1.05 2.17 1.88 0.000
C 0.32 2.66 0.81 0.002
C -0.34 3.85 1.05 0.000
Cl -1.27 4.58 -0.24 0.001
C -0.28 4.51 2.28 0.000
Cl -1.12 6.00 2.53 0.000
C 0.46 3.96 3.32 0.000
Cl 0.53 4.75 4.85 0.000
C 1.14 2.76 3.13 0.000
Cl 2.06 2.04 4.40 0.000
F 1.80 4.10 -3.80 0.000
C 1.76 3.40 -2.67 0.000
F 2.16 4.18 -1.67 0.000
F 0.46 3.05 -2.45 0.000
S 2.71 1.84 -2.78 0.000
O 2.13 1.19 -3.92 0.000
O 4.10 2.18 -2.83 0.000
O 2.29 1.22 -1.48 0.000
O -0.05 -0.35 -2.36 0.009
N -1.19 -0.43 -3.00 0.003
C -2.19 -1.14 -2.47 0.005
C -3.41 -1.20 -3.11 0.003
C -3.58 -0.53 -4.31 0.001
C -2.52 0.18 -4.85 0.005
C -1.32 0.22 -4.17 0.000
H -1.96 -1.61 -1.52 0.002
H -4.21 -1.75 -2.65 0.000
H -4.53 -0.55 -4.82 0.000
H -2.61 0.73 -5.78 0.000
H -0.43 0.76 -4.48 0.000
O -1.68 1.44 -1.12 0.109
C -2.09 0.67 -0.15 0.216
N -1.11 -0.15 0.41 0.063
S -1.67 -0.90 1.74 0.024
O -1.58 -2.34 1.58 0.019
O -1.08 -0.37 2.94 0.019
C -3.33 -0.35 1.52 0.131
C -4.44 -0.67 2.26 -0.001
C -5.66 -0.08 1.91 0.154
C -5.71 0.84 0.84 0.014
C -4.60 1.17 0.10 0.095
C -3.36 0.55 0.43 0.099
H -4.38 -1.37 3.09 -0.004
H -6.55 -0.32 2.47 0.011
H -6.66 1.30 0.60 -0.003
H -4.65 1.89 -0.70 0.006
```

=====

[4]
Molecular formula: C17H16ClN3O2
Method: DFT, the ωB97M-V functional and the def2-TZVPD basis

E_tot ... -38976.41482 eV
Orbital gap ... 0.301 Eh
Relative energy (zero: lowest compared OMol25 entry of this formula, charge and spin) ... 195.1 kJ/mol
Lowest unoccupied orbital energy ... 0.2 eV
HOMO level ... -8.01 eV
SMILES ... COc1ccc(CNc2ncnc3cc(Cl)ccc23)cc1OC

```
39
Properties=species:S:1:pos:R:3:nbo_charge:R:1
C 4.56 3.07 1.43 -0.250
O 3.71 2.64 0.40 -0.482
C 3.05 1.45 0.57 0.238
C 3.18 0.62 1.66 -0.282
C 2.45 -0.57 1.73 -0.210
C 1.61 -0.94 0.71 -0.031
C 0.83 -2.23 0.79 -0.236
N -0.42 -2.20 0.08 -0.571
C -1.44 -1.43 0.52 0.467
N -1.32 -0.87 1.71 -0.543
C -2.32 -0.12 2.15 0.288
N -3.44 0.15 1.54 -0.508
C -3.62 -0.41 0.32 0.276
C -4.82 -0.16 -0.37 -0.251
C -5.02 -0.72 -1.60 -0.018
Cl -6.48 -0.42 -2.47 0.016
C -4.06 -1.56 -2.19 -0.247
C -2.88 -1.81 -1.53 -0.154
C -2.63 -1.25 -0.27 -0.205
C 1.49 -0.11 -0.40 -0.322
C 2.19 1.08 -0.48 0.343
O 2.12 1.96 -1.52 -0.494
C 1.23 1.68 -2.58 -0.251
H 4.95 4.03 1.10 0.201
H 5.39 2.38 1.59 0.173
H 4.02 3.21 2.37 0.175
H 3.83 0.88 2.48 0.220
H 2.55 -1.20 2.60 0.209
H 0.62 -2.44 1.84 0.231
H 1.42 -3.06 0.39 0.211
H -0.44 -2.52 -0.87 0.394
H -2.18 0.32 3.13 0.177
H -5.55 0.48 0.09 0.242
H -4.25 -1.99 -3.16 0.230
H -2.16 -2.46 -1.99 0.202
H 0.82 -0.39 -1.20 0.211
H 0.20 1.60 -2.22 0.176
H 1.31 2.53 -3.26 0.202
H 1.51 0.77 -3.11 0.171
```

=====

[5]
Molecular formula: C5H15N3
Method: DFT, the ωB97M-V functional and the def2-TZVPD basis

E_tot ... -9894.10962 eV
Orbital gap ... 0.330 Eh
Relative energy (zero: lowest compared OMol25 entry of this formula, charge and spin) ... 486.4 kJ/mol
Lowest unoccupied orbital energy ... 0.8 eV
HOMO level ... -8.21 eV

```
23
Properties=species:S:1:pos:R:3:nbo_charge:R:1
C -1.34 -0.52 0.08 -0.286
C -1.98 0.57 0.94 -0.634
N -1.39 -0.29 -1.35 -0.867
C 0.01 -1.63 1.90 0.164
N 1.06 -1.11 2.06 -0.411
H -1.85 -1.47 0.26 0.181
H -2.34 -0.24 -1.69 0.345
H -0.88 0.56 -1.57 0.388
H 1.31 -0.26 1.04 0.310
H -0.73 -2.35 2.19 0.242
H -1.44 1.51 0.84 0.205
H -3.02 0.74 0.63 0.201
H -2.00 0.29 2.00 0.196
C 1.48 0.46 -0.13 -0.325
C 1.91 -0.51 -1.23 -0.639
N 0.81 1.64 -0.70 -0.867
H 1.40 2.08 -1.40 0.361
H 0.63 2.33 0.02 0.361
H 2.40 0.80 0.38 0.168
H -0.08 -0.33 0.21 0.272
H 1.03 -0.89 -1.75 0.228
H 2.56 -0.03 -1.96 0.196
H 2.45 -1.34 -0.79 0.211
```

=====

[6]
Molecular formula: C25H21FIN2O3
Method: DFT, the ωB97M-V functional and the def2-TZVPD basis

E_tot ... -46196.64651 eV
Orbital gap ... 0.230 Eh
Relative energy (zero: lowest compared OMol25 entry of this formula, charge and spin) ... 124.2 kJ/mol
Lowest unoccupied orbital energy ... -6.0 eV
HOMO level ... -12.23 eV
Total charge ... +1

```
53
Properties=species:S:1:pos:R:3:nbo_charge:R:1
F 5.62 2.10 2.44 -0.313
C 4.29 1.77 2.37 0.415
C 3.90 0.43 2.31 -0.264
C 2.55 0.14 2.07 -0.196
C 1.60 1.14 1.91 -0.061
C 0.26 0.59 1.46 -0.330
C -0.96 1.37 1.97 -0.045
C -2.10 0.58 2.17 -0.208
C -3.36 1.12 2.47 -0.211
C -3.54 2.50 2.53 -0.179
C -2.38 3.30 2.54 -0.197
C -1.11 2.74 2.27 -0.190
C 2.00 2.46 2.12 -0.158
C 3.34 2.77 2.40 -0.252
H 4.66 -0.34 2.29 0.250
H 2.25 -0.91 2.13 0.215
H 0.11 -0.43 1.82 0.276
H -2.00 -0.51 2.20 0.218
H -4.25 0.48 2.49 0.229
H -4.51 2.96 2.69 0.233
H -2.48 4.39 2.63 0.235
H -0.27 3.43 2.40 0.218
H 1.31 3.30 2.15 0.221
H 3.65 3.83 2.47 0.252
C 3.76 0.13 -1.75 -0.418
N 2.52 -0.51 -1.30 -0.488
C 1.51 0.36 -0.77 0.636
O 1.53 1.50 -1.12 -0.528
C 0.43 -0.23 0.17 0.016
I -1.55 0.61 -1.12 0.744
C -2.80 -0.50 -2.40 -0.174
C -3.97 -1.08 -1.89 -0.216
C -4.84 -1.72 -2.78 -0.198
C -4.54 -1.81 -4.15 -0.153
C -3.32 -1.26 -4.63 -0.191
C -2.46 -0.61 -3.74 -0.235
C 0.26 -1.74 -0.22 0.616
O -0.81 -2.37 -0.29 -0.530
N 1.42 -2.49 -0.65 -0.473
C 1.40 -3.95 -0.51 -0.412
C 2.63 -1.92 -1.06 0.813
O 3.68 -2.54 -1.22 -0.560
H 4.47 -0.67 -1.90 0.256
H 3.57 0.66 -2.68 0.223
H 4.11 0.82 -0.99 0.215
H -4.20 -1.01 -0.83 0.239
H -5.77 -2.17 -2.41 0.241
H -5.22 -2.30 -4.84 0.238
H -3.07 -1.34 -5.69 0.241
H -1.52 -0.18 -4.10 0.239
H 2.42 -4.29 -0.62 0.258
H 1.01 -4.20 0.47 0.217
H 0.77 -4.40 -1.27 0.224
```